{"formula": "C27H25IrN5O3S2", "method": "the ωB97M-V functional and the def2-TZVPD basis", "elements": ["Ir", "O", "C", "N", "C", "C", "C", "C", "C", "C", "N", "C", "O", "C", "C", "C", "C", "C", "N", "C", "C", "C", "C", "C", "N", "H", "H", "H", "H", "H", "H", "H", "H", "H", "H", "H", "H", "O", "S", "C", "C", "C", "C", "H", "H", "H", "H", "H", "H", "H", "H", "S", "C", "N", "C", "C", "C", "C", "H", "H", "H", "H", "H"], "positions_angstrom": [[-0.18, 0.16, -0.02], [0.92, 3.14, 2.52], [0.71, 2.05, 2.02], [-0.20, 1.86, 0.96], [-1.10, 2.77, 0.52], [-1.40, 4.02, 1.10], [-2.36, 4.83, 0.55], [-3.04, 4.44, -0.62], [-2.78, 3.23, -1.22], [-1.83, 2.36, -0.67], [-1.49, 1.12, -1.12], [-1.99, 0.54, -2.27], [-2.78, 1.07, -3.02], [-1.40, -0.80, -2.48], [-1.74, -1.57, -3.59], [-1.18, -2.82, -3.74], [-0.29, -3.27, -2.76], [0.01, -2.45, -1.69], [-0.53, -1.25, -1.55], [1.38, 0.81, 2.34], [2.17, 0.66, 3.49], [2.81, -0.53, 3.72], [2.66, -1.58, 2.79], [1.85, -1.38, 1.69], [1.22, -0.23, 1.46], [-0.85, 4.32, 1.99], [-2.57, 5.78, 1.00], [-3.77, 5.11, -1.05], [-3.28, 2.93, -2.13], [-2.43, -1.16, -4.32], [-1.42, -3.45, -4.58], [0.17, -4.25, -2.83], [0.71, -2.76, -0.93], [2.23, 1.49, 4.18], [3.41, -0.68, 4.60], [3.17, -2.52, 2.92], [1.71, -2.16, 0.96], [-1.36, -1.51, 1.22], [-2.56, -2.08, 1.94], [-2.22, -3.90, 1.95], [-2.16, -4.33, 3.41], [-1.47, -3.19, 4.15], [-2.19, -1.92, 3.74], [-1.26, -4.04, 1.45], [-3.00, -4.40, 1.38], [-1.61, -5.26, 3.52], [-3.17, -4.48, 3.80], [-0.42, -3.14, 3.85], [-1.51, -3.33, 5.23], [-1.61, -1.01, 3.89], [-3.15, -1.82, 4.24], [2.07, 0.54, -1.61], [3.13, 1.34, -0.50], [2.99, 2.69, -0.35], [3.77, 3.40, 0.49], [4.74, 2.77, 1.23], [4.93, 1.39, 1.09], [4.12, 0.68, 0.22], [2.30, 3.16, -0.92], [3.59, 4.46, 0.55], [5.36, 3.34, 1.89], [5.70, 0.89, 1.64], [4.23, -0.38, 0.09]], "gap_ev": [5.9, 6.0], "s2": 0.77, "e_lumo_ha": [-0.26245, -0.28085], "multiplicity": 2, "homo_ev": [-13.00, -13.68], "e_tot_ha": -2443.62105, "charge": 2, "max_force_ha_per_bohr": 0.06180}

{"formula": "C2H6N4O2", "method": "the ωB97M-V functional and the def2-TZVPD basis", "elements": ["H", "N", "C", "N", "O", "C", "N", "H", "N", "O", "H", "H", "H", "H"], "positions_angstrom": [[-0.48, 2.01, -1.55], [-0.17, 1.91, -0.61], [-0.31, 0.68, -0.34], [-0.50, -0.29, -1.33], [0.37, 0.13, -2.41], [-0.31, 0.19, 1.12], [-0.78, 0.79, 2.15], [-1.28, 1.70, 1.88], [0.73, -0.85, 1.37], [0.71, -2.04, 0.57], [-0.21, -1.17, -0.81], [-0.30, 0.03, -3.32], [0.68, -1.20, 2.36], [1.63, -2.35, 0.42]], "gap_ev": 10.0, "e_lumo_ha": 0.01410, "homo_ev": -9.57, "e_tot_ha": -449.13782, "max_force_ha_per_bohr": 0.10421, "smiles": "[H]/N=C(NO)/C(=N\\[H])NO"}

{"formula": "C11H19N2O", "method": "the ωB97M-V functional and the def2-TZVPD basis", "elements": ["C", "O", "C", "C", "C", "C", "C", "C", "C", "H", "H", "H", "H", "H", "H", "H", "H", "H", "C", "N", "N", "C", "C", "H", "H", "H", "H", "H", "H", "H", "H", "H", "H"], "positions_angstrom": [[2.91, 0.66, -1.81], [1.56, 0.85, -1.34], [0.62, 0.02, -1.72], [-0.74, 0.40, -1.77], [-1.71, -0.64, -1.79], [-3.06, -0.34, -1.83], [-3.49, 1.00, -1.84], [-2.55, 2.04, -1.83], [-1.19, 1.76, -1.79], [3.35, 1.65, -1.90], [3.48, 0.05, -1.10], [2.91, 0.15, -2.78], [0.96, -0.99, -2.01], [-1.35, -1.67, -1.79], [-3.81, -1.14, -1.84], [-4.55, 1.23, -1.86], [-2.89, 3.08, -1.85], [-0.44, 2.56, -1.80], [0.60, 1.23, 1.91], [1.26, -0.05, 1.68], [0.43, -1.10, 2.10], [0.75, -2.33, 1.41], [0.43, -1.20, 3.55], [1.36, 2.01, 1.93], [-0.12, 1.43, 1.10], [0.07, 1.17, 2.86], [1.48, -0.18, 0.69], [0.07, -3.11, 1.76], [0.59, -2.17, 0.33], [1.80, -2.67, 1.56], [-0.33, -1.93, 3.85], [1.40, -1.54, 3.96], [0.20, -0.23, 3.97]], "gap_ev": 4.5, "e_lumo_ha": -0.21289, "homo_ev": -10.26, "e_tot_ha": -614.93603, "charge": 1, "max_force_ha_per_bohr": 0.04004}

{"formula": "C46H55Ge2N2O2PReS2Te", "method": "the ωB97M-V functional and the def2-TZVPD basis", "elements": ["Re", "O", "S", "N", "C", "C", "O", "C", "C", "C", "C", "C", "C", "H", "H", "H", "H", "H", "H", "H", "H", "C", "Ge", "C", "C", "Ge", "C", "C", "C", "C", "C", "C", "C", "C", "C", "C", "C", "C", "H", "H", "H", "H", "H", "H", "H", "H", "H", "H", "H", "H", "H", "H", "H", "H", "H", "H", "H", "Te", "C", "C", "C", "C", "S", "H", "H", "H", "N", "C", "C", "C", "C", "C", "C", "C", "C", "C", "C", "C", "C", "C", "H", "H", "H", "H", "H", "H", "H", "H", "H", "H", "C", "C", "P", "C", "C", "C", "C", "H", "H", "H", "H", "H", "H", "H", "H", "H", "H", "H", "H", "H", "H", "H"], "positions_angstrom": [[12.87, 15.62, 10.93], [10.29, 14.08, 12.51], [11.65, 13.92, 11.86], [12.70, 14.99, 12.63], [13.28, 22.10, 12.84], [14.63, 21.33, 12.63], [14.87, 20.44, 13.44], [15.57, 21.74, 11.50], [15.97, 20.76, 10.58], [16.86, 21.10, 9.53], [17.42, 22.36, 9.48], [16.99, 23.36, 10.37], [16.02, 23.12, 11.36], [12.48, 21.41, 12.44], [13.28, 22.96, 12.22], [12.96, 22.20, 13.89], [15.65, 19.69, 10.77], [17.14, 20.36, 8.83], [18.15, 22.56, 8.69], [17.39, 24.41, 10.17], [15.77, 23.81, 12.16], [9.98, 14.12, 16.07], [11.72, 15.10, 16.29], [12.74, 14.45, 17.80], [11.44, 17.09, 16.11], [13.28, 14.28, 14.45], [15.00, 15.22, 14.36], [16.10, 14.63, 14.92], [17.31, 15.36, 14.90], [17.38, 16.56, 14.31], [16.21, 17.25, 13.86], [14.97, 16.51, 13.90], [13.54, 12.34, 14.45], [14.62, 11.73, 13.81], [14.70, 10.37, 13.72], [13.69, 9.54, 14.24], [12.67, 10.07, 14.98], [12.65, 11.48, 15.08], [9.87, 13.84, 14.98], [9.14, 14.71, 16.41], [10.04, 13.23, 16.70], [12.45, 13.51, 18.27], [12.70, 15.32, 18.51], [13.77, 14.42, 17.35], [11.95, 17.46, 16.99], [10.42, 17.42, 16.17], [11.86, 17.40, 15.16], [16.11, 13.64, 15.37], [18.22, 14.86, 15.24], [18.35, 17.04, 14.09], [16.30, 18.20, 13.34], [14.06, 16.95, 13.58], [15.38, 12.40, 13.33], [15.55, 9.97, 13.20], [13.87, 8.50, 14.20], [11.98, 9.36, 15.46], [12.05, 11.99, 15.83], [18.46, 10.98, 8.17], [17.71, 9.07, 8.53], [18.02, 8.01, 7.62], [17.68, 6.73, 8.08], [16.97, 6.82, 9.25], [16.87, 8.40, 9.85], [18.59, 8.23, 6.73], [18.05, 5.80, 7.63], [16.60, 5.97, 9.81], [11.92, 17.00, 10.46], [11.12, 18.10, 10.27], [11.52, 19.04, 9.25], [10.66, 20.06, 8.84], [10.76, 20.76, 7.59], [11.93, 20.67, 6.91], [12.90, 19.65, 7.32], [12.70, 18.88, 8.41], [9.81, 18.01, 10.85], [8.81, 17.80, 9.87], [7.46, 17.67, 10.23], [7.15, 17.76, 11.59], [8.14, 17.91, 12.57], [9.47, 18.04, 12.21], [9.75, 20.35, 9.42], [9.89, 21.30, 7.28], [12.10, 21.33, 6.12], [13.83, 19.52, 6.72], [13.49, 18.12, 8.52], [8.98, 17.84, 8.78], [6.62, 17.62, 9.47], [6.12, 17.90, 11.93], [7.87, 17.70, 13.64], [10.26, 17.90, 12.96], [17.60, 16.58, 9.57], [16.24, 16.37, 10.25], [14.91, 15.31, 9.43], [15.57, 13.58, 9.42], [14.71, 12.65, 8.53], [14.79, 15.78, 7.69], [13.43, 15.72, 6.99], [18.42, 16.12, 10.17], [17.75, 17.68, 9.42], [17.70, 16.07, 8.61], [15.76, 17.31, 10.58], [16.31, 15.82, 11.22], [15.62, 13.23, 10.48], [16.66, 13.63, 9.09], [14.31, 11.82, 9.10], [15.28, 12.07, 7.78], [13.86, 13.17, 8.07], [15.49, 15.01, 7.29], [15.25, 16.80, 7.48], [12.58, 15.46, 7.66], [13.46, 15.04, 6.14], [13.21, 16.64, 6.53]], "gap_ev": [6.0, 5.7], "s2": 2.05, "e_lumo_ha": [-0.13431, -0.14389], "multiplicity": 3, "homo_ev": [-9.68, -9.58], "e_tot_ha": -7683.25189, "charge": 1, "max_force_ha_per_bohr": 0.12098}

{"formula": "C6H7N", "method": "the ωB97M-V functional and the def2-TZVPD basis", "elements": ["C", "C", "C", "C", "N", "C", "C", "H", "H", "H", "H", "H", "H", "H"], "positions_angstrom": [[-1.70, 0.41, -0.55], [1.18, -1.35, -0.19], [-0.82, -0.08, 0.60], [1.67, 1.12, 0.20], [0.13, -2.18, 0.19], [-0.72, -1.48, 0.82], [0.99, -0.01, 0.08], [2.02, -1.76, -0.72], [-0.92, 0.52, 1.50], [-1.54, -0.20, -1.44], [-2.75, 0.35, -0.27], [-1.46, 1.44, -0.77], [1.22, 2.08, -0.01], [2.69, 1.13, 0.57]], "gap_ev": [7.5, 7.2], "e_lumo_ha": [-0.02329, -0.01772], "homo_ev": [-8.15, -7.67], "e_tot_ha": -287.39520, "max_force_ha_per_bohr": 0.03230}

{"formula": "C24H29BClF4GeN2O3Rb", "method": "the ωB97M-V functional and the def2-TZVPD basis", "elements": ["Rb", "N", "C", "C", "C", "N", "H", "H", "H", "H", "H", "H", "H", "H", "H", "H", "Ge", "C", "C", "C", "C", "C", "C", "C", "C", "C", "C", "C", "C", "H", "H", "H", "H", "H", "H", "H", "H", "H", "H", "H", "F", "B", "F", "F", "F", "C", "C", "C", "C", "Cl", "C", "C", "C", "O", "C", "C", "O", "O", "H", "H", "H", "H", "H", "H", "H", "H"], "positions_angstrom": [[-0.92, 3.26, 1.13], [-3.26, 2.49, -0.54], [-4.55, 2.73, 0.12], [-4.93, 4.20, 0.23], [-3.98, 5.10, 1.03], [-2.80, 5.47, 0.25], [-3.14, 3.11, -1.34], [-3.23, 1.54, -0.89], [-4.50, 2.31, 1.13], [-5.37, 2.22, -0.39], [-5.92, 4.24, 0.70], [-5.05, 4.63, -0.77], [-3.65, 4.56, 1.93], [-4.54, 5.97, 1.39], [-2.14, 5.97, 0.83], [-3.05, 6.10, -0.50], [-0.75, -1.20, -0.36], [-0.58, -1.55, -2.24], [0.67, -1.79, -2.81], [0.79, -2.13, -4.15], [-0.35, -2.23, -4.94], [-1.60, -1.99, -4.39], [-1.72, -1.65, -3.05], [-0.48, -2.77, 0.73], [-1.29, -3.01, 1.84], [-1.12, -4.18, 2.57], [-0.16, -5.10, 2.21], [0.65, -4.87, 1.10], [0.49, -3.70, 0.37], [-2.04, -0.45, -0.01], [1.57, -1.70, -2.20], [1.76, -2.31, -4.58], [-0.26, -2.50, -5.98], [-2.49, -2.07, -5.00], [-2.70, -1.47, -2.62], [-2.04, -2.29, 2.13], [-1.75, -4.36, 3.44], [-0.04, -6.01, 2.78], [1.41, -5.58, 0.82], [1.13, -3.53, -0.49], [1.69, 6.53, 2.48], [0.86, 5.52, 2.06], [0.98, 5.30, 0.66], [-0.51, 5.82, 2.33], [1.15, 4.29, 2.71], [4.52, -0.65, -1.62], [4.14, -1.46, -0.41], [4.45, -2.81, -0.32], [4.10, -3.55, 0.80], [4.50, -5.24, 0.87], [3.42, -2.95, 1.84], [3.09, -1.61, 1.76], [3.46, -0.86, 0.65], [3.20, 0.48, 0.50], [2.23, 1.05, 1.35], [0.84, 0.47, 1.10], [-0.05, 0.54, 1.92], [0.69, -0.08, -0.09], [4.97, -1.28, -2.38], [5.24, 0.13, -1.35], [3.65, -0.14, -2.03], [4.98, -3.29, -1.13], [3.12, -3.54, 2.71], [2.54, -1.16, 2.59], [2.20, 2.12, 1.13], [2.46, 0.94, 2.40]], "gap_ev": 8.7, "e_lumo_ha": -0.00159, "homo_ev": -8.71, "e_tot_ha": -4253.01852, "max_force_ha_per_bohr": 0.00820}